(1)
Density functional theory data (wB97M-V/def2-TZVPD) for a molecular structure, C5H8CrO2.

⟨S²⟩ ... 8.7570
Spin multiplicity ... 6
Energy relative to the best compared isomer or geometry (same formula, charge and spin) ... 0.000 eV
Highest occupied orbital energy (alpha / beta) ... -12.50 / -13.35 eV
Total charge ... +1
Orbital gap (alpha / beta) ... 8.027 / 8.839 eV

Atoms and positions in Å:
1 O -0.279 -0.653 -0.294
2 C -0.661 0.522 -0.636
3 Cr 0.426 2.419 -0.905
4 O -1.932 0.610 -0.897
5 C -2.833 -0.457 -0.794
6 C -4.090 -0.190 -0.477
7 H -4.829 -0.988 -0.537
8 H -2.424 -1.447 -0.981
9 H -4.443 0.831 -0.335
10 H 0.881 -1.231 -1.090
11 C 1.164 -0.818 0.850
12 H 1.419 0.219 1.091
13 H 0.733 -1.507 1.580
14 C 1.960 -1.434 -0.199
15 H 2.890 -0.903 -0.434
16 H 2.139 -2.500 -0.020

Atoms 1-6, force components in eV/Å:
-0.639 0.787 2.400
-0.069 0.171 0.521
-0.242 -0.321 0.011
-0.064 0.921 -0.498
-0.614 -0.700 0.335
0.115 0.061 -0.771

These are the natural (NBO) partial charges, in e, on atoms 1 to 8:
1. O -0.65
2. C 0.37
3. Cr 0.82
4. O -0.48
5. C 0.05
6. C -0.38
7. H 0.24
8. H 0.22

=====

(2)
Density functional theory data (wB97M-V/def2-TZVPD) for a molecular structure, C39H30Br3F4IN2O4PTi.

Spin multiplicity ... 1
Highest occupied orbital energy ... -15.46 eV
Total charge ... +3
Orbital gap ... 5.316 eV

Atoms and positions in Å:
1 Ti 0.543 -0.232 0.057
2 C -0.028 -1.106 3.095
3 O -0.110 0.029 2.192
4 C 0.441 1.218 2.784
5 C 0.154 2.307 1.797
6 O 0.599 1.805 0.503
7 C 1.158 2.867 -0.338
8 H -0.555 -0.852 4.013
9 H 1.017 -1.336 3.298
10 H -0.518 -1.947 2.614
11 H 1.511 1.076 2.947
12 H -0.051 1.413 3.738
13 H 0.703 3.218 2.028
14 H -0.909 2.537 1.721
15 H 2.060 3.236 0.147
16 H 0.411 3.652 -0.434
17 H 1.395 2.434 -1.302
18 F -4.649 3.287 -5.059
19 C -3.672 2.635 -4.490
20 C -2.840 1.824 -5.240
21 F -3.021 1.698 -6.533
22 C -1.804 1.150 -4.611
23 F -1.019 0.418 -5.390
24 C -1.563 1.242 -3.236
25 P -0.171 0.225 -2.612
26 C 1.260 0.912 -3.486
27 C 1.193 2.231 -3.944
28 C 2.278 2.808 -4.588
29 C 3.439 2.077 -4.785
30 C 3.521 0.771 -4.321
31 C 2.447 0.197 -3.662
32 C -0.673 -1.405 -3.259
33 C -1.977 -1.795 -2.945
34 C -2.485 -2.997 -3.414
35 C -1.690 -3.828 -4.191
36 C -0.399 -3.439 -4.518
37 C 0.108 -2.228 -4.065
38 C -2.407 2.088 -2.515
39 Br -2.192 2.451 -0.680
40 C -3.445 2.768 -3.125
41 F -4.235 3.566 -2.434
42 H 0.289 2.814 -3.821
43 H 2.206 3.825 -4.952
44 H 4.277 2.523 -5.304
45 H 4.423 0.194 -4.481
46 H 2.544 -0.816 -3.296
47 H -2.622 -1.139 -2.368
48 H -3.509 -3.273 -3.194
49 H -2.087 -4.761 -4.570
50 H 0.209 -4.061 -5.163
51 H 1.087 -1.917 -4.396
52 Br -5.148 -3.825 0.704
53 C -3.603 -2.823 0.540
54 C -3.582 -1.478 0.908
55 C -2.409 -0.778 0.766
56 N -1.281 -1.321 0.267
57 C -1.303 -2.627 -0.079
58 C -2.435 -3.403 0.052
59 C -0.026 -3.137 -0.610
60 C 0.181 -4.466 -0.915
61 C 1.404 -4.855 -1.454
62 Br 1.716 -6.628 -1.888
63 C 2.379 -3.886 -1.660
64 C 2.100 -2.586 -1.309
65 N 0.924 -2.195 -0.788
66 H -4.459 -0.988 1.307
67 H -2.353 0.254 1.066
68 H -2.431 -4.442 -0.241
69 H -0.587 -5.203 -0.738
70 H 3.340 -4.137 -2.085
71 H 2.840 -1.816 -1.466
72 I 9.069 0.649 0.906
73 C 7.045 0.380 0.686
74 C 6.311 -0.230 1.712
75 C 4.955 -0.407 1.568
76 C 4.319 0.023 0.390
77 C 5.059 0.631 -0.642
78 C 6.413 0.808 -0.491
79 C 2.919 -0.142 0.236
80 O 2.247 0.223 -0.814
81 O 2.123 -0.664 1.120
82 H 6.813 -0.560 2.611
83 H 4.382 -0.881 2.355
84 H 4.562 0.957 -1.547
85 H 6.996 1.277 -1.272

Atoms 1-6, force components in eV/Å:
-0.246 0.146 0.729
0.002 0.014 0.003
0.013 -0.041 -0.337
-0.025 0.033 0.042
0.070 -0.045 -0.096
0.204 -0.003 -0.029

These are the Mulliken partial charges, in e, on atoms 1 to 8:
1. Ti -0.45
2. C -0.82
3. O -0.09
4. C -0.74
5. C -0.70
6. O 0.79
7. C -1.19
8. H 0.37

=====

(3)
Density functional theory data (wB97M-V/def2-TZVPD) for 3 unconnected molecules or ions with the total composition C2H13N2O2.

Spin multiplicity ... 1
Energy relative to the best compared isomer or geometry (same formula, charge and spin) ... 1.638 eV
Highest occupied orbital energy ... -13.00 eV
Total charge ... +1
Orbital gap ... 9.927 eV

Atoms and positions in Å:
1 N 0.276 1.135 0.691
2 C 0.827 0.623 -0.651
3 C 0.648 -0.901 -0.765
4 N 1.213 -1.346 -2.079
5 H 0.090 0.354 1.408
6 H -0.695 1.557 0.463
7 H 0.838 1.788 1.163
8 H 1.860 1.075 -0.817
9 H 0.219 1.238 -1.358
10 H -0.441 -1.113 -0.887
11 H 0.944 -1.534 0.188
12 H 1.184 -2.456 -2.244
13 H 2.191 -0.958 -2.017
14 H -0.047 -0.890 3.141
15 H -0.931 -2.009 2.879
16 O -0.505 -1.233 2.418
17 H -3.214 1.842 -0.194
18 H -2.217 1.177 -1.070
19 O -2.241 1.650 -0.270

Atoms 1-6, force components in eV/Å:
-2.402 -2.129 0.049
0.364 1.497 0.011
-1.007 -1.797 -0.240
1.238 -1.076 1.060
0.163 0.876 -1.522
1.198 -0.537 0.676

These are the natural (NBO) partial charges, in e, on atoms 1 to 8:
1. N -0.73
2. C -0.23
3. C -0.26
4. N -0.84
5. H 0.46
6. H 0.48
7. H 0.43
8. H 0.23